(1)
Below is 2 unconnected molecules or ions with the total composition C5H7ClN4 at a distorted geometry, with properties calculated with ωB97M-V/def2-TZVPD.

As for the SMILES: [H]/N=C(\Cl)N=C.c1cn[nH]c1. As for the total energy: -23778.2121 eV. The lowest unoccupied orbital energy comes out at 0.658 eV. The value obtained for the HOMO energy is -0.3395 Ha. As for the charge: 0.

Geometry as XYZ:
```
17
Properties=species:S:1:pos:R:3:lowdin_charge:R:1
H 1.71 -1.55 -2.47 0.053
N 0.72 -1.40 -2.21 0.113
C 0.61 -1.44 -0.92 -0.925
Cl 1.77 -1.75 0.33 0.702
N -0.60 -1.78 -0.40 -0.065
C -1.09 -2.95 -0.47 -0.029
H -0.54 -3.92 -0.86 0.118
H -2.09 -3.14 -0.14 0.059
C -0.64 2.78 1.06 -0.089
C -0.80 2.06 -0.19 -0.121
N 0.03 0.99 -0.20 0.000
N 0.78 1.17 0.89 -0.072
C 0.38 2.16 1.66 -0.176
H -1.27 3.62 1.50 0.115
H -1.60 2.24 -0.91 0.098
H 1.68 0.50 0.84 0.130
H 0.96 2.41 2.47 0.089
```

***

(2)
Below is a molecular structure, C30H35N7W, with properties calculated with ωB97M-V/def2-TZVPD.

As for the total energy: -43897.5576 eV. The lowest unoccupied orbital energy (spin up / spin down) comes out at -11.965 / -13.119 eV. As for the multiplicity: 3. The value obtained for the HOMO energy (spin up / spin down) is -0.7112 / -0.7178 Ha. As for the charge: +4.

Geometry as XYZ:
```
73
Properties=species:S:1:pos:R:3:lowdin_charge:R:1
W 0.38 -0.10 -0.10 1.722
N 1.67 3.24 1.92 0.246
C 0.72 2.92 3.09 -0.224
C -0.74 2.96 2.64 -0.062
C -1.43 1.63 2.30 -0.280
N -1.22 1.17 0.87 -0.018
C -1.08 0.53 3.28 -0.087
C 0.42 0.34 3.38 -0.283
N 1.00 -0.27 2.12 -0.009
C 1.12 1.63 3.81 -0.068
H 1.47 4.18 1.56 0.183
H 1.59 2.60 1.12 0.113
H 2.64 3.24 2.23 0.183
H 0.91 3.76 3.75 0.170
H -0.91 3.72 1.87 0.139
H -1.29 3.35 3.50 0.159
H -2.50 1.84 2.37 0.168
H -1.37 1.99 0.28 0.064
H -2.05 0.60 0.66 0.107
H -1.57 -0.40 3.00 0.106
H -1.47 0.80 4.26 0.161
H 0.63 -0.39 4.17 0.168
H 0.82 -1.27 2.21 0.080
H 2.01 -0.17 2.18 0.079
H 2.20 1.52 3.87 0.141
H 0.82 1.79 4.85 0.160
C 4.73 -1.24 0.35 0.030
C 3.35 -1.12 0.54 -0.115
N 2.61 -0.17 -0.03 -0.051
C 3.26 0.73 -0.82 -0.150
C 4.62 0.67 -1.10 -0.098
C 5.37 -0.35 -0.49 0.084
C 5.21 1.66 -1.97 0.047
C 4.45 2.64 -2.50 0.045
C 3.05 2.73 -2.20 -0.103
C 2.22 3.75 -2.70 0.083
C 0.88 3.76 -2.36 0.026
C 0.38 2.75 -1.55 -0.095
N 1.13 1.76 -1.04 -0.051
C 2.46 1.77 -1.37 -0.155
H 5.27 -2.04 0.85 0.144
H 2.84 -1.85 1.17 0.116
H 6.43 -0.43 -0.67 0.155
H 6.27 1.59 -2.19 0.148
H 4.89 3.38 -3.16 0.148
H 2.63 4.52 -3.35 0.156
H 0.21 4.53 -2.73 0.142
H -0.68 2.73 -1.35 0.094
C 1.32 -2.92 -0.90 -0.117
N 0.89 -1.63 -1.45 -0.158
C 0.31 -1.62 -2.63 0.000
C -0.65 -0.64 -2.83 -0.268
C -1.54 -0.31 -3.84 0.069
C -2.45 0.60 -3.30 0.004
C -2.10 0.79 -1.98 -0.128
N -0.99 0.06 -1.64 -0.156
C 0.53 -3.16 0.36 -0.216
C 0.87 -4.17 1.25 0.007
C 0.07 -4.43 2.36 0.016
C -1.09 -3.69 2.60 -0.012
C -1.43 -2.66 1.75 -0.062
C -0.60 -2.37 0.65 -0.163
H 2.39 -2.92 -0.71 0.114
H 1.14 -3.71 -1.63 0.155
H 0.51 -2.41 -3.35 0.171
H -1.54 -0.71 -4.85 0.146
H -3.30 1.04 -3.80 0.135
H -2.63 1.40 -1.26 0.116
H 1.74 -4.79 1.06 0.143
H 0.34 -5.24 3.02 0.140
H -1.73 -3.95 3.43 0.137
H -2.35 -2.11 1.90 0.122
H -1.05 -1.71 -0.12 0.088
```

***

(3)
Below is 2 unconnected molecules or ions with the total composition C4H8N2O5S at a distorted geometry, with properties calculated with ωB97M-V/def2-TZVPD.

As for the SMILES: [H]/N=N\C(=O)C=C.COS(=O)(=O)O. As for the total energy: -28326.7874 eV. The lowest unoccupied orbital energy comes out at -0.956 eV. The value obtained for the HOMO energy is -0.3530 Ha. As for the charge: 0.

Geometry as XYZ:
```
20
Properties=species:S:1:pos:R:3:lowdin_charge:R:1
H -1.60 -2.20 0.83 0.140
N -0.93 -1.89 0.01 0.090
N -1.33 -0.89 -0.50 0.013
C -2.61 -0.27 -0.14 -0.399
O -3.56 -1.00 0.13 0.092
C -2.54 1.18 -0.09 -0.064
C -3.53 1.93 0.41 0.112
H -1.67 1.73 -0.34 0.097
H -3.39 2.91 0.53 0.032
H -4.38 1.44 0.70 0.053
C 3.89 0.13 -0.48 -0.089
O 2.99 0.09 0.63 -0.236
S 1.55 -0.26 0.38 0.470
O 0.89 -0.41 1.61 -0.227
O 0.99 0.67 -0.61 -0.287
O 1.72 -1.62 -0.33 -0.105
H 4.28 -0.84 -0.83 0.087
H 4.87 0.70 -0.23 0.120
H 3.48 0.60 -1.43 0.110
H 0.88 -2.00 -0.27 -0.010
```

***

(4)
Below is a molecular structure, C29H44As2MnNOSSb, with properties calculated with ωB97M-V/def2-TZVPD.

As for the total energy: -204692.0942 eV. The lowest unoccupied orbital energy (spin up / spin down) comes out at 0.415 / 0.355 eV. As for the multiplicity: 6. The value obtained for the HOMO energy (spin up / spin down) is -0.2224 / -0.2342 Ha. As for the charge: 0.

Geometry as XYZ:
```
80
Properties=species:S:1:pos:R:3:lowdin_charge:R:1
Mn -0.85 0.71 0.20 0.442
C -2.61 1.61 3.11 -0.425
As -3.00 1.88 1.17 0.959
C 1.49 3.36 1.39 -0.010
C -2.62 3.80 1.08 -0.541
C -3.04 4.65 2.11 -0.138
C -2.83 6.02 2.05 -0.100
C -2.20 6.58 0.95 -0.105
C -1.78 5.76 -0.09 -0.127
C -1.98 4.38 -0.02 -0.455
As -1.22 3.17 -1.34 1.087
C -0.39 4.42 -2.60 -0.316
C -2.79 2.69 -2.40 -0.302
H -1.67 2.07 3.40 0.004
H -2.55 0.53 3.28 -0.014
H -3.41 2.01 3.73 -0.005
H 2.29 4.06 1.17 0.091
H 0.65 3.57 0.73 0.035
H 1.16 3.52 2.42 0.095
H -3.56 4.24 2.97 0.086
H -3.17 6.65 2.86 0.098
H -2.04 7.65 0.89 0.096
H -1.28 6.20 -0.94 0.079
H -0.01 3.84 -3.44 0.020
H 0.45 4.93 -2.13 0.019
H -1.11 5.16 -2.97 0.023
H -3.25 3.59 -2.81 0.028
H -3.51 2.18 -1.75 -0.011
H -2.49 2.02 -3.20 0.020
C -0.33 -0.23 -1.61 -0.140
C -0.06 -0.78 -2.67 -0.180
C 0.27 -1.43 -3.91 -0.290
C -0.70 -2.17 -4.60 -0.049
C -0.37 -2.83 -5.78 -0.089
C 0.92 -2.75 -6.29 -0.098
C 1.88 -2.01 -5.61 -0.089
C 1.56 -1.36 -4.44 -0.052
H -1.70 -2.22 -4.21 0.107
H -1.13 -3.40 -6.30 0.100
H 1.17 -3.27 -7.21 0.098
H 2.88 -1.95 -6.01 0.101
H 2.31 -0.78 -3.91 0.113
C 3.67 -4.15 0.75 -0.373
Sb 2.21 -2.71 0.07 1.247
C 0.62 -3.62 1.19 -0.349
C 1.79 -3.80 -1.73 -0.344
H 3.25 -5.16 0.69 0.000
H 3.96 -3.95 1.78 -0.011
H 4.56 -4.10 0.12 -0.008
H 0.40 -4.60 0.77 0.006
H -0.27 -2.99 1.18 -0.042
H 0.94 -3.75 2.23 -0.005
H 2.58 -3.66 -2.46 0.000
H 0.85 -3.45 -2.17 -0.024
H 1.70 -4.86 -1.48 0.004
C -4.40 -1.95 0.76 -0.247
S -2.96 -1.47 -0.18 0.798
C -2.51 -3.07 -0.84 -0.241
O -1.91 -1.19 0.89 -0.673
H -4.12 -2.72 1.48 0.063
H -5.17 -2.30 0.08 0.060
H -4.74 -1.05 1.27 0.040
H -3.30 -3.39 -1.53 0.063
H -2.38 -3.78 -0.03 0.060
H -1.58 -2.92 -1.38 0.031
C 2.44 1.69 -0.26 -0.030
C 1.97 1.92 1.18 -0.556
C 3.02 1.58 2.19 -0.001
C 2.56 0.63 3.00 0.005
C 1.21 0.30 2.54 -0.327
C 0.34 -0.70 3.21 -0.014
N 0.87 1.00 1.51 0.066
H 3.31 2.31 -0.46 0.089
H 1.64 1.96 -0.96 0.045
H 2.68 0.64 -0.42 0.050
H 3.99 2.07 2.23 0.127
H 3.06 0.17 3.84 0.112
H 0.04 -0.32 4.19 0.097
H 0.89 -1.63 3.37 0.077
H -0.55 -0.92 2.63 0.042
```